Density functional theory data (ωB97M-V/def2-TZVPD) for a 13-piece molecular cluster, C52H65N13 overall.

The geometry in XYZ format:
```
130
Properties=species:S:1:pos:R:3:lowdin_charge:R:1
N 3.58 -2.58 -0.73 -0.051
C 3.91 -3.89 -1.04 -0.159
C 3.50 -4.10 -2.37 -0.111
C 3.00 -2.79 -2.88 -0.118
C 3.09 -1.82 -1.84 -0.118
H 3.92 -2.11 0.15 0.094
H 4.52 -4.47 -0.35 0.112
H 3.35 -5.07 -3.04 0.126
H 2.54 -2.49 -3.93 0.099
H 2.64 -0.74 -1.64 0.136
N -2.00 1.66 -4.71 -0.023
C -2.66 1.64 -3.47 -0.118
C -2.10 2.64 -2.70 -0.039
C -1.07 3.22 -3.68 -0.090
C -1.03 2.57 -4.83 -0.156
H -2.37 1.16 -5.60 0.192
H -3.32 0.81 -3.44 0.077
H -2.34 2.80 -1.66 0.072
H -0.35 3.91 -3.33 0.035
H -0.52 2.73 -5.61 0.050
N -0.35 -0.66 0.60 0.015
C -0.36 0.07 1.80 -0.212
C -0.25 1.38 1.59 -0.066
C -0.26 1.52 -0.01 -0.052
C -0.35 0.20 -0.52 -0.116
H -0.28 -1.64 0.70 0.038
H -0.42 -0.38 2.79 0.105
H -0.33 2.20 2.39 0.086
H -0.18 2.36 -0.69 0.039
H -0.27 -0.18 -1.64 0.144
N -3.37 -0.01 1.22 0.032
C -4.03 -1.24 1.42 -0.122
C -5.35 -1.01 1.49 -0.072
C -5.50 0.47 1.41 -0.079
C -4.26 1.01 1.13 -0.139
H -2.39 -0.04 1.04 0.076
H -3.50 -1.94 1.53 -0.005
H -6.12 -1.68 1.84 0.096
H -6.48 0.96 1.54 0.096
H -3.85 1.94 0.91 0.100
N -4.33 -3.70 -2.82 0.001
C -4.85 -2.71 -1.93 -0.111
C -4.00 -1.60 -2.00 -0.067
C -2.84 -1.98 -2.97 -0.065
C -3.21 -3.22 -3.51 -0.130
H -4.75 -4.58 -2.91 0.107
H -5.78 -2.88 -1.25 0.135
H -3.99 -0.80 -1.42 0.019
H -2.11 -1.26 -3.20 0.036
H -2.72 -3.92 -4.08 0.071
N 2.93 1.97 5.01 -0.015
C 2.06 1.12 5.80 -0.128
C 0.75 1.46 5.58 -0.048
C 0.87 2.76 4.75 -0.130
C 2.13 2.88 4.36 -0.217
H 4.00 1.83 4.99 0.176
H 2.25 0.32 6.58 0.113
H -0.14 0.96 5.80 0.032
H 0.23 3.42 4.43 0.017
H 2.65 3.72 3.55 0.185
N 4.31 2.24 -4.41 -0.059
C 3.92 0.96 -4.75 -0.164
C 2.68 0.75 -4.15 -0.103
C 2.28 2.02 -3.34 -0.043
C 3.38 2.96 -3.56 -0.095
H 5.27 2.50 -4.85 0.172
H 4.46 0.20 -5.10 0.061
H 2.17 -0.37 -4.31 0.102
H 1.51 2.32 -2.82 -0.017
H 3.67 4.10 -3.12 0.156
N -3.76 0.72 4.10 0.048
C -2.86 1.59 4.49 -0.164
C -2.92 1.70 5.90 -0.090
C -3.98 0.73 6.27 -0.167
C -4.55 0.22 5.20 -0.092
H -3.85 0.38 3.19 0.047
H -1.87 2.11 4.07 0.138
H -2.44 2.57 6.32 0.083
H -4.54 0.59 7.18 0.089
H -5.21 -0.55 5.28 0.082
N 4.88 -0.57 1.04 -0.022
C 3.63 -0.01 1.48 -0.099
C 3.25 -0.78 2.52 -0.074
C 4.34 -1.84 2.77 -0.060
C 5.22 -1.67 1.73 -0.218
H 5.34 0.02 0.38 0.135
H 3.27 0.83 1.12 0.064
H 2.24 -0.59 2.95 0.090
H 4.48 -2.76 3.46 0.116
H 6.21 -2.13 1.58 0.127
N 1.17 7.84 -2.08 0.002
C 0.84 6.97 -1.09 -0.118
C 1.03 5.76 -1.65 -0.073
C 1.57 5.95 -3.07 -0.096
C 1.55 7.25 -3.25 -0.152
H 1.39 8.80 -1.94 0.141
H 0.34 7.13 -0.32 0.032
H 0.83 4.71 -1.24 0.101
H 1.70 4.99 -3.77 0.107
H 1.82 7.79 -4.02 0.062
N 0.82 -3.43 -0.36 0.034
C -0.41 -3.44 -0.94 -0.143
C -1.33 -3.57 0.09 -0.089
C -0.56 -3.79 1.39 -0.113
C 0.71 -3.63 1.07 -0.140
H 1.65 -3.40 -0.89 0.044
H -0.61 -3.22 -1.97 0.087
H -2.53 -3.50 0.01 0.125
H -0.78 -4.05 2.39 0.072
H 1.64 -3.79 1.69 0.127
N 1.13 -2.01 -7.07 0.010
C 0.52 -3.12 -6.56 -0.160
C -0.02 -2.83 -5.33 -0.076
C 0.03 -1.32 -5.21 -0.128
C 0.76 -0.77 -6.26 -0.064
H 1.60 -1.96 -7.92 0.096
H 0.71 -4.10 -6.99 0.113
H -0.48 -3.47 -4.69 0.034
H -0.11 -0.81 -4.33 0.036
H 1.13 0.30 -6.50 0.123
N -1.30 -1.34 6.39 -0.043
C -1.16 -1.92 5.20 -0.199
C 0.04 -2.62 5.22 -0.087
C 0.53 -2.39 6.59 -0.150
C -0.34 -1.65 7.29 -0.190
H -2.29 -0.96 6.87 0.214
H -1.96 -1.97 4.31 0.153
H 0.61 -3.05 4.38 0.079
H 1.54 -2.48 6.94 0.077
H 0.07 -1.32 8.33 0.152
```

Results
Molar mass = 872.2 g/mol
HOMO-LUMO gap = 8.397 eV
ΔE to the lowest compared entry with this formula, charge and spin = 16.441 eV
HOMO energy = -7.86 eV

=====

Density functional theory data (ωB97M-V/def2-TZVPD) for C52H66BN7OS3TeTi as an isolated structure.

The geometry in XYZ format:
```
132
Properties=species:S:1:pos:R:3:lowdin_charge:R:1
Ti -1.30 0.06 -0.20 0.504
C -4.39 -1.53 3.41 -0.046
C -2.92 -1.67 3.20 -0.225
C -2.04 -1.83 4.23 0.078
C -0.65 -1.93 3.97 -0.191
N -0.19 -1.93 2.75 0.199
N -1.05 -1.80 1.73 0.005
B -0.46 -1.88 0.28 -0.741
N -1.07 -3.07 -0.49 -0.038
N -1.28 -4.21 0.16 0.195
C -1.79 -5.22 -0.50 -0.198
C -2.04 -5.11 -1.89 0.073
C -1.85 -3.94 -2.55 -0.230
C -2.16 -3.75 -4.00 -0.054
C -1.39 -2.84 -1.77 -0.604
S -1.33 -1.24 -2.37 0.744
C -2.10 -6.49 0.27 -0.547
C -1.85 -6.30 1.76 -0.052
C -1.20 -7.62 -0.26 -0.028
C -3.57 -6.86 0.05 -0.037
N 1.07 -2.05 0.38 0.006
N 1.54 -3.27 0.63 0.201
C 2.82 -3.44 0.79 -0.198
C 3.71 -2.33 0.76 0.077
C 3.24 -1.08 0.49 -0.229
C 4.11 0.13 0.42 -0.050
C 1.84 -0.96 0.27 -0.544
S 1.09 0.53 -0.16 0.796
C 3.31 -4.85 1.08 -0.544
C 3.45 -5.00 2.60 -0.032
C 4.66 -5.10 0.40 -0.046
C 2.30 -5.87 0.56 -0.059
C -2.38 -1.62 1.89 -0.589
S -3.32 -1.33 0.49 0.802
C 0.37 -2.10 5.09 -0.544
C 0.28 -3.56 5.57 -0.028
C 1.78 -1.81 4.59 -0.049
C 0.04 -1.15 6.25 -0.043
H -4.65 -1.59 4.46 0.087
H -4.93 -2.30 2.86 0.088
H -4.73 -0.57 3.01 0.089
H -2.39 -1.86 5.25 0.127
H -2.42 -5.98 -2.43 0.127
H -2.37 -4.71 -4.48 0.086
H -1.34 -3.26 -4.51 0.081
H -3.04 -3.11 -4.12 0.092
H -0.81 -6.03 1.97 0.068
H -2.09 -7.22 2.28 0.091
H -2.48 -5.50 2.16 0.082
H -0.15 -7.38 -0.12 0.073
H -1.37 -7.80 -1.33 0.084
H -1.42 -8.54 0.27 0.093
H -4.23 -6.06 0.41 0.093
H -3.81 -7.77 0.60 0.091
H -3.80 -7.04 -1.00 0.079
H 4.76 -2.48 0.92 0.126
H 5.16 -0.14 0.56 0.086
H 3.82 0.86 1.17 0.090
H 4.00 0.62 -0.55 0.080
H 4.13 -4.25 3.01 0.088
H 3.85 -5.98 2.84 0.093
H 2.48 -4.89 3.09 0.075
H 5.47 -4.52 0.86 0.078
H 4.63 -4.86 -0.66 0.096
H 4.93 -6.15 0.50 0.091
H 1.31 -5.70 0.98 0.053
H 2.63 -6.87 0.82 0.093
H 2.21 -5.81 -0.53 0.094
H 0.52 -4.25 4.76 0.080
H -0.72 -3.80 5.94 0.087
H 0.99 -3.72 6.38 0.093
H 2.06 -2.47 3.77 0.056
H 2.49 -1.96 5.41 0.091
H 1.87 -0.78 4.24 0.090
H -0.89 -1.41 6.75 0.078
H -0.02 -0.12 5.91 0.096
H 0.84 -1.21 7.00 0.091
C 3.51 3.48 -7.02 -0.040
C 2.49 3.62 -5.92 -0.251
C 1.14 3.68 -6.20 -0.007
C 0.19 3.79 -5.19 -0.317
C -1.27 3.84 -5.57 -0.092
C 0.62 3.86 -3.86 -0.376
Te -0.89 4.10 -2.40 1.792
N -1.61 1.80 -1.12 -0.143
C -2.17 2.17 0.01 -0.644
O -1.97 1.46 1.10 -0.176
C -3.08 3.35 0.13 -0.198
C -3.16 4.04 1.34 -0.029
C -3.98 5.16 1.44 -0.061
C -4.74 5.56 0.35 -0.070
C -4.70 4.85 -0.83 -0.070
C -3.87 3.75 -0.95 -0.092
C 0.00 5.65 -1.24 -0.374
C 0.46 5.42 0.06 -0.301
C 0.40 4.09 0.75 -0.059
C 1.02 6.50 0.75 -0.005
C 1.12 7.76 0.19 -0.252
C 1.72 8.91 0.96 -0.041
C 0.65 7.95 -1.10 -0.006
C 0.08 6.92 -1.83 -0.296
C -0.39 7.19 -3.24 -0.071
C 1.99 3.77 -3.55 -0.275
C 2.51 3.79 -2.14 -0.044
C 2.90 3.66 -4.59 -0.006
H 3.07 3.70 -7.99 0.078
H 3.90 2.46 -7.06 0.088
H 4.35 4.15 -6.86 0.084
H 0.80 3.64 -7.23 0.120
H -1.39 3.70 -6.64 0.081
H -1.72 4.81 -5.31 0.068
H -1.85 3.07 -5.06 0.069
H -2.58 3.70 2.18 0.115
H -4.03 5.71 2.37 0.108
H -5.38 6.43 0.44 0.107
H -5.32 5.15 -1.67 0.108
H -3.84 3.16 -1.86 0.100
H -0.46 4.04 1.43 0.076
H 1.29 3.94 1.36 0.095
H 0.32 3.26 0.06 -0.004
H 1.39 6.33 1.76 0.123
H 2.18 8.57 1.89 0.077
H 0.96 9.64 1.21 0.088
H 2.48 9.41 0.37 0.085
H 0.73 8.93 -1.56 0.124
H -0.37 8.26 -3.45 0.083
H -1.42 6.85 -3.39 0.061
H 0.24 6.69 -3.98 0.080
H 1.97 3.08 -1.51 0.040
H 2.41 4.78 -1.69 0.082
H 3.56 3.52 -2.12 0.084
H 3.95 3.60 -4.36 0.122
```

Results
Molar mass = 1087.6 g/mol
HOMO-LUMO gap (spin up / spin down) = 6.858 / 5.546 eV
Spin multiplicity = 2
ΔE to the lowest compared entry with this formula, charge and spin = 0.286 eV
Total charge = +1
HOMO energy (spin up / spin down) = -9.28 / -9.35 eV